Entry 1:
Formula: C31H48As2BN5O12PRh
Source: the OMol25 dataset
Level of theory: the ωB97M-V functional and the def2-TZVPD basis

Structure (XYZ):
```
101
Properties=species:S:1:pos:R:3:forces:R:3:mulliken_charge:R:1
Rh 0.817 -0.249 0.224 0.75 0.03 0.12 -0.61
As 0.252 0.033 2.874 0.08 -0.43 -0.07 1.90
As 0.759 -2.623 5.548 -0.07 0.07 -0.14 0.35
P -1.441 0.138 -3.717 -0.33 0.55 0.43 1.28
O 0.285 -4.014 2.387 -0.14 -0.30 -0.01 -0.26
O -3.009 -1.860 3.885 0.01 0.05 -0.13 -0.61
O 3.419 1.772 4.576 0.02 -0.09 0.10 -0.38
O 0.694 -2.345 0.973 0.09 0.19 0.00 -0.65
O 3.176 -1.103 7.281 0.03 -0.16 -0.08 -0.34
O -0.566 -2.283 -1.555 -0.06 -0.02 0.13 -0.49
O 1.704 0.535 7.228 0.03 0.11 -0.01 -0.54
O -0.808 -0.038 -2.330 -0.01 0.04 0.12 0.30
O 1.554 2.154 3.521 -0.10 0.07 -0.01 -0.53
O 1.320 -1.261 -2.517 -0.22 0.16 0.16 -0.97
O -2.528 1.138 -3.818 0.20 -0.25 -0.02 -0.90
O -2.469 -2.844 5.833 -0.10 -0.02 0.15 -0.28
N 3.151 -0.379 0.226 -0.20 0.02 0.27 1.28
N -1.727 2.918 0.943 0.22 -0.26 -0.28 -0.32
N -3.611 -1.299 -3.517 0.24 0.00 0.01 -0.23
N 1.045 1.198 -4.066 -0.36 -0.41 -0.35 0.20
N -2.311 1.628 0.752 -0.65 0.13 0.06 -0.35
C 3.544 0.390 -0.966 0.02 -0.05 0.00 -1.41
C 2.213 -0.399 6.680 0.10 -0.10 -0.13 0.19
C 3.708 -1.735 0.182 -0.03 -0.03 0.06 -1.01
C -0.033 -4.558 -2.327 -0.02 -0.10 -0.01 -1.10
C 0.763 -4.947 1.387 0.02 0.03 0.10 -0.48
C 1.662 -0.841 5.341 -0.11 -0.15 0.16 0.12
C 3.828 -2.211 6.636 -0.01 0.13 0.07 -0.50
C 2.250 -3.343 -3.481 0.05 -0.09 -0.04 -1.00
C 0.900 -5.310 -3.052 -0.03 0.00 0.00 -0.71
C 0.060 -2.356 7.346 -0.08 0.10 0.05 -1.25
C -2.182 -2.301 4.654 0.13 -0.09 -0.10 0.68
C -0.253 -1.848 3.085 0.06 0.00 0.12 -0.38
C 0.811 3.545 -1.899 0.00 0.07 -0.05 -0.95
C 1.649 -0.019 4.294 0.05 0.34 -0.12 -0.36
C -0.742 -2.273 4.364 0.13 0.06 -0.03 -0.31
C 3.060 2.693 -1.825 -0.08 0.07 -0.16 -1.05
C 2.171 3.707 -2.160 0.08 0.00 0.00 -0.75
C 0.272 -2.740 2.062 -0.17 0.09 0.07 0.17
C 2.595 1.526 -1.222 -0.22 -0.04 0.09 2.00
C 3.609 0.317 1.440 0.07 -0.03 -0.12 -1.20
C -3.874 -2.865 6.179 0.08 -0.03 0.00 -0.74
C -2.251 -1.448 -4.160 -0.01 -0.08 -0.05 -0.53
C 2.231 1.376 4.161 0.16 -0.15 0.07 0.37
C -0.057 0.542 -4.845 0.06 0.10 -0.02 -0.83
C 0.209 -3.210 -2.190 -0.16 -0.01 0.01 0.61
C 1.228 1.357 -0.911 0.23 0.38 0.07 0.55
C 0.349 2.382 -1.293 -0.04 -0.10 0.03 -0.18
C 1.321 -2.621 -2.773 0.10 0.38 0.05 0.33
C -1.098 0.872 3.992 -0.14 -0.09 -0.07 -1.55
C 2.022 -4.719 -3.613 0.00 0.07 0.04 -0.87
C 4.406 0.934 5.199 -0.12 0.02 -0.10 -0.67
B 0.127 -1.001 -1.643 -0.17 -0.45 -0.89 1.44
H 0.905 -2.348 8.032 0.02 -0.01 0.02 0.43
H -4.410 -3.541 5.518 0.02 -0.01 -0.04 0.31
H 1.761 1.582 -4.679 0.09 -0.03 -0.02 0.47
H -0.715 2.279 -1.129 0.08 0.07 0.10 0.21
H 1.450 0.485 -3.444 0.23 -0.10 0.16 -0.12
H 4.280 0.941 6.276 -0.04 0.02 0.06 0.33
H -4.299 -1.869 6.099 0.03 0.04 -0.01 0.34
H 4.804 -1.713 0.180 0.00 0.02 -0.03 0.41
H -2.081 0.488 3.732 -0.03 -0.01 -0.04 0.39
H -4.321 -1.897 -3.937 -0.03 -0.04 -0.06 0.39
H 3.304 -0.255 2.315 -0.01 -0.03 0.01 0.13
H -3.565 -1.502 -2.517 0.05 -0.07 0.05 0.30
H 1.851 -4.965 1.397 0.02 0.04 0.01 0.29
H 5.363 1.381 4.952 0.02 0.03 -0.05 0.38
H 3.124 -2.870 -3.916 -0.06 -0.03 0.02 0.60
H 2.732 -5.326 -4.157 -0.03 0.02 0.00 0.47
H 2.537 4.621 -2.611 -0.02 -0.02 0.02 0.43
H -0.912 -5.016 -1.888 0.06 0.01 -0.02 0.57
H -3.869 -0.296 -3.605 -0.01 0.08 -0.08 0.39
H 0.737 -6.372 -3.178 0.02 0.03 0.02 0.49
H 4.578 0.744 -0.882 0.03 -0.02 0.05 0.61
H -3.917 -3.220 7.202 0.03 -0.02 0.01 0.25
H 4.120 2.815 -2.028 -0.05 -0.01 0.01 0.52
H 0.352 -0.332 -5.351 0.03 -0.02 0.02 0.48
H -1.041 1.945 3.858 0.00 0.10 -0.04 0.39
H 4.702 0.405 1.447 0.01 -0.01 -0.01 0.34
H -1.609 0.933 0.545 0.33 0.09 -0.16 -0.29
H -0.871 0.632 5.030 -0.01 0.01 0.00 0.48
H 3.423 -3.143 7.020 -0.04 -0.04 0.03 0.36
H 3.176 1.316 1.491 -0.03 0.01 -0.02 0.38
H -2.394 -1.534 -5.235 -0.03 -0.02 -0.02 0.52
H -0.450 1.243 -5.578 0.06 0.01 -0.07 0.53
H 0.412 -4.665 0.400 -0.05 0.04 -0.01 0.04
H 4.882 -2.148 6.890 0.03 0.04 0.03 0.30
H 3.503 -0.306 -1.805 0.02 0.00 -0.07 0.15
H 0.709 1.960 -3.451 0.03 0.11 0.14 0.18
H 4.367 -0.080 4.802 -0.03 -0.03 0.00 0.22
H 3.712 -2.178 5.555 0.00 0.02 -0.07 0.24
H 0.110 4.333 -2.147 0.02 -0.01 0.01 0.49
H 0.371 -5.914 1.681 -0.01 0.00 0.05 0.34
H 3.357 -2.249 -0.712 -0.02 0.01 0.00 0.12
H -2.840 1.309 1.556 0.11 -0.04 0.15 0.36
H -0.502 -1.432 7.445 0.00 0.00 0.00 0.41
H 3.371 -2.293 1.055 0.01 0.03 -0.01 0.07
H -0.575 -3.207 7.571 -0.02 -0.03 0.02 0.42
H -1.042 2.942 1.685 -0.02 0.01 0.34 0.16
H -2.463 3.578 1.138 -0.09 0.05 -0.05 0.25
H -1.739 -2.320 -3.763 -0.07 -0.09 0.01 0.01
```
Forces are in eV/Å.

Summary:
Spin multiplicity: 5
Total energy in eV: -199581.7549
<S²>: 6.02
Highest occupied orbital energy (spin up / spin down) in eV: -12.21 / -12.62
Charge: +2

Entry 2:
Formula: C31H48ErN2O6P2
Source: the OMol25 dataset
Level of theory: the ωB97M-V functional and the def2-TZVPD basis

Structure (XYZ):
```
90
Properties=species:S:1:pos:R:3:forces:R:3:mulliken_charge:R:1
Er 1.113 -0.257 0.260 -1.21 8.77 1.16 -0.84
P -2.874 -1.248 3.162 0.61 0.27 -0.69 0.82
P -0.256 -0.220 -4.549 0.18 -0.16 0.87 0.83
O -1.108 5.327 -0.047 -2.40 -0.36 -0.54 -0.58
O -0.640 0.400 -0.686 -0.99 -0.35 -0.25 -0.20
O -3.074 6.292 -0.252 1.42 -2.24 -0.13 -0.60
O -2.521 -0.766 -1.197 1.16 1.29 0.42 -0.80
O -6.993 3.680 -1.108 1.41 -2.10 -0.10 -0.59
O -6.869 1.496 -1.351 1.22 1.88 0.36 -0.58
N -6.346 2.610 -1.163 -3.14 0.17 -0.28 1.00
N -2.338 5.283 -0.290 0.87 3.02 0.59 0.93
C -3.115 -2.176 4.720 -0.05 0.00 0.18 -1.22
C -2.147 2.845 -0.684 -0.40 0.40 0.18 1.25
C -0.063 2.766 1.872 -0.68 0.23 0.29 -1.07
C -4.919 2.689 -0.999 2.37 -0.55 0.26 -0.66
C 0.639 -0.260 -6.153 0.30 -0.15 0.15 -1.33
C -1.928 0.289 -0.940 -0.47 -0.82 -0.23 0.25
C -1.342 -1.694 -4.649 0.05 -0.03 -0.20 -1.27
C -0.167 -2.226 0.559 -0.73 -3.34 2.80 0.23
C -1.493 1.116 -4.742 0.13 0.23 -0.19 -1.30
C -3.775 0.339 3.373 0.22 -0.03 0.24 -1.15
C 3.013 1.692 0.002 -0.92 -0.36 0.58 -0.14
C 0.644 -2.049 1.672 -3.34 -3.47 -0.08 0.53
C -2.947 4.018 -0.616 -0.27 -2.31 -0.23 -1.05
C 3.184 1.057 1.274 -0.75 -0.29 -0.17 0.77
C -2.720 1.579 -0.889 -1.08 1.12 0.02 0.55
C 0.058 -3.198 -0.583 -0.10 -0.20 -1.15 -1.00
C 1.282 3.274 -1.071 -0.35 0.35 -0.53 -1.14
C -3.977 -2.069 1.946 0.13 -0.12 0.16 -1.05
C 2.862 -1.646 -0.286 1.93 -2.21 -2.40 -0.02
C 1.776 2.406 0.024 0.13 -0.79 1.05 1.06
C 1.915 -2.797 1.889 1.18 0.29 0.40 -1.25
C -4.127 1.515 -1.025 -0.08 0.58 -0.06 -0.54
C 1.159 2.171 1.297 1.22 -0.51 -0.57 1.19
C 2.958 -2.768 0.728 0.61 -0.52 0.39 -1.40
C 1.679 0.754 3.395 -0.12 0.07 0.64 -1.19
C 2.017 1.307 2.054 0.12 -0.05 -1.10 -0.45
C -4.331 3.938 -0.780 -0.17 0.19 0.09 -0.21
C 3.916 1.619 -1.178 0.45 0.00 -0.38 -1.54
C 1.965 -1.628 -1.316 2.17 -2.09 -1.10 0.26
C 1.148 -2.847 -1.650 -0.65 -0.05 -0.29 -0.85
C 4.371 0.301 1.756 0.69 -0.16 0.36 -1.28
H 4.078 -0.517 2.435 0.16 0.18 -0.22 0.26
H -0.377 3.667 1.337 0.08 -0.16 0.14 0.20
H 2.289 -0.123 3.647 -0.12 0.21 0.01 0.42
H -2.525 -1.662 5.504 -0.42 -0.30 -0.30 0.35
H -2.683 -3.188 4.588 -0.33 0.49 0.11 0.33
H 0.075 -1.808 2.598 0.37 0.78 -0.73 0.41
H -4.967 4.822 -0.703 0.31 -0.27 -0.09 0.64
H 1.712 -3.860 2.129 -0.34 0.46 -0.28 0.54
H 1.839 1.504 4.181 0.00 -0.18 0.00 0.40
H -0.896 -3.293 -1.131 0.35 0.23 0.38 0.46
H 1.813 -3.718 -1.779 -0.02 0.46 0.20 0.56
H -2.425 0.859 -4.226 0.22 0.08 -0.03 0.27
H 4.969 -0.124 0.938 -0.12 0.08 0.22 0.40
H -4.599 0.546 -1.145 -0.01 0.12 -0.08 0.65
H -1.064 2.026 -4.303 -0.28 -0.07 -0.13 0.29
H 0.118 3.041 2.920 -0.11 -0.01 -0.20 0.53
H -0.902 2.055 1.864 -0.02 0.17 0.07 -0.02
H 0.674 -2.701 -2.635 0.10 0.15 0.53 -0.36
H 0.271 -4.224 -0.217 0.00 0.67 0.37 0.43
H -1.703 1.298 -5.800 -0.14 0.03 0.12 0.49
H 4.928 1.318 -0.881 -0.14 0.17 -0.15 0.37
H 2.110 3.662 -1.681 -0.23 -0.03 0.21 0.53
H 3.572 0.900 -1.943 0.12 0.23 0.18 0.11
H -1.083 2.938 -0.520 -0.16 -0.03 -0.16 -0.14
H 3.759 -1.033 -0.364 -0.58 0.59 0.33 1.11
H 0.611 2.737 -1.757 0.18 0.05 0.03 0.11
H 3.944 -2.697 1.207 -0.25 0.07 -0.21 0.43
H 1.881 -0.776 -2.030 0.33 -0.34 0.27 0.35
H -3.666 -3.115 1.847 -0.21 0.10 -0.01 0.32
H 0.709 4.125 -0.681 0.28 -0.17 -0.11 0.20
H -3.824 0.837 2.390 -0.05 -0.17 0.33 0.19
H 1.673 -0.565 -5.928 -0.31 0.17 -0.31 0.32
H -1.871 -1.727 -5.604 -0.04 -0.08 0.03 0.49
H -0.729 -2.597 -4.553 -0.21 0.06 -0.02 0.38
H -5.022 -2.011 2.270 0.06 -0.13 -0.18 0.42
H -2.075 -1.653 -3.835 0.17 -0.09 -0.04 0.18
H -1.243 -2.045 0.682 0.47 0.90 0.03 0.20
H -4.177 -2.242 5.014 0.44 -0.06 0.01 0.38
H 0.615 0.463 3.462 0.31 0.08 0.02 0.15
H 0.204 -0.989 -6.838 -0.03 0.13 -0.08 0.39
H 0.647 0.731 -6.615 0.06 -0.17 0.05 0.37
H -3.851 -1.590 0.965 -0.12 -0.08 0.26 0.09
H -4.786 0.190 3.776 0.20 0.15 -0.11 0.42
H 3.966 2.595 -1.681 0.17 -0.29 0.13 0.54
H 2.379 -2.426 2.818 -0.04 0.06 -0.42 0.39
H 5.060 0.943 2.335 -0.27 -0.18 -0.23 0.33
H 2.962 -3.767 0.265 -0.18 0.43 -0.33 0.41
H -3.181 0.975 4.045 -0.35 -0.06 -0.13 0.34
```
Forces are in eV/Å.

Summary:
Spin multiplicity: 4
Total energy in eV: -94377.6937
<S²>: 3.75
Highest occupied orbital energy (spin up / spin down) in eV: -10.74 / -10.74
Charge: +1